No. 1
Molecular formula: C38H47BeN6O3
Method: DFT, ωB97M-V/def2-TZVPD

Results
HOMO-LUMO gap, eV: 1.7
Energy, Eh: -2044.4773
Max |F|, eV/Å: 3.90

Geometry as ORCA input:
```
! wB97M-V def2-TZVPD RIJCOSX def2/J DEFGRID3
* xyz 1 1
Be -3.71 -0.96 4.82
C -1.94 0.51 -2.36
C -2.07 -0.86 -1.63
O -2.54 -0.79 -0.32
H -2.99 0.78 -2.44
H -1.53 0.26 -3.34
H -1.30 1.24 -1.87
H -1.05 -1.27 -1.67
H -2.70 -1.51 -2.24
N -2.11 -6.27 5.00
C -1.38 -6.64 3.99
C -0.94 -7.96 3.81
C -1.19 -8.85 4.78
C -2.05 -8.49 5.82
C -2.46 -7.21 5.89
H -1.18 -5.91 3.22
H -0.36 -8.25 2.95
H -0.94 -9.88 4.61
H -2.35 -9.20 6.57
H -3.06 -6.77 6.67
N -7.90 -4.15 4.49
C -8.18 -4.63 3.29
C -9.08 -5.63 3.02
C -9.86 -6.14 4.06
C -9.71 -5.63 5.33
C -8.67 -4.72 5.54
H -7.57 -4.19 2.51
H -9.11 -6.00 2.00
H -10.56 -6.89 3.74
H -10.21 -6.13 6.15
H -8.40 -4.33 6.51
N 5.76 1.13 -5.31
C 5.00 0.38 -4.52
C 5.48 -0.78 -3.85
C 6.85 -1.05 -4.03
C 7.65 -0.26 -4.86
C 7.09 0.90 -5.40
H 3.97 0.69 -4.41
H 4.90 -1.52 -3.33
H 7.25 -1.98 -3.65
H 8.68 -0.58 -5.00
H 7.71 1.63 -5.90
N 1.57 -1.01 -11.35
C 0.65 -0.65 -12.21
C -0.65 -0.37 -11.96
C -1.00 -0.30 -10.57
C -0.05 -0.64 -9.56
C 1.26 -1.00 -10.06
H 0.92 -0.51 -13.24
H -1.29 0.00 -12.75
H -1.97 0.08 -10.30
H -0.18 -0.49 -8.50
H 2.12 -1.32 -9.49
N 1.45 -1.11 5.71
C 1.91 -1.58 6.93
C 3.23 -1.65 7.25
C 4.17 -1.31 6.30
C 3.76 -0.92 5.04
C 2.37 -0.83 4.74
H 1.18 -1.84 7.69
H 3.59 -1.87 8.25
H 5.22 -1.40 6.50
H 4.49 -0.74 4.26
H 2.10 -0.37 3.80
N -2.14 3.96 5.27
C -1.84 4.83 4.27
C -1.84 6.20 4.50
C -2.06 6.66 5.81
C -2.24 5.77 6.85
C -2.32 4.42 6.52
H -1.67 4.53 3.25
H -1.96 6.92 3.70
H -2.10 7.73 5.94
H -2.53 6.09 7.84
H -2.42 3.70 7.32
C -1.27 6.60 -5.58
C -0.13 6.62 -4.54
O -0.42 6.83 -3.36
C 1.34 6.59 -4.98
H -1.54 5.63 -6.00
H -1.22 7.39 -6.34
H -2.21 6.92 -5.12
H 1.89 7.19 -4.26
H 1.59 7.06 -5.93
H 1.74 5.57 -4.93
C 4.30 4.25 0.91
C 5.54 4.53 0.08
O 5.58 5.53 -0.60
C 6.76 3.59 0.20
H 3.58 5.07 0.90
H 4.48 4.23 1.98
H 3.81 3.35 0.54
H 6.39 2.63 0.54
H 7.58 3.95 0.82
H 7.24 3.42 -0.77
*
```

Results of the Mulliken charge analysis, in e, for atoms 1 through 2: 0.558 -0.799

---

No. 2
Molecular formula: C38H47N11OS2Zr
Method: DFT, ωB97M-V/def2-TZVPD

Results
HOMO-LUMO gap, eV: 5.1
Energy, Eh: -2996.8547
Max |F|, eV/Å: 4.43

Geometry as ORCA input:
```
! wB97M-V def2-TZVPD RIJCOSX def2/J DEFGRID3
* xyz 2 1
Zr -0.46 -0.21 0.35
C -2.69 0.95 3.85
C -1.53 0.51 3.01
N -1.47 -0.67 2.41
N -2.43 -1.60 2.70
C -2.27 -2.90 2.33
N -3.17 -3.79 2.83
S -1.09 -3.33 1.24
C -0.29 1.26 2.99
C -0.08 2.42 3.76
C 1.19 2.95 3.85
C 2.24 2.30 3.20
C 1.95 1.18 2.44
N 0.73 0.67 2.30
H -2.54 0.68 4.89
H -3.63 0.51 3.50
H -2.81 2.03 3.80
H -3.10 -1.39 3.44
H -3.67 -3.60 3.68
H -3.00 -4.76 2.62
H -0.89 2.90 4.27
H 1.37 3.84 4.42
H 3.25 2.66 3.28
H 2.75 0.65 1.93
N -3.85 -2.63 -1.31
C -4.63 -1.86 -0.51
C -3.80 -0.91 0.03
N -2.53 -1.08 -0.43
C -2.58 -2.14 -1.24
C -1.42 -2.75 -1.81
N -0.19 -2.34 -1.50
C 0.66 -3.21 -2.11
C -0.05 -4.16 -2.80
N -1.37 -3.86 -2.60
H -4.16 -3.44 -1.81
H -5.68 -2.02 -0.39
H -4.07 -0.13 0.72
H 1.72 -3.11 -2.02
H 0.27 -4.99 -3.38
H -2.14 -4.41 -2.95
S 5.47 -3.49 1.08
C 4.03 -2.59 0.69
C 3.80 -1.84 -0.47
C 2.62 -1.14 -0.59
N 1.63 -1.17 0.32
C 1.85 -1.90 1.43
C 3.02 -2.58 1.66
C 6.06 -4.13 -0.50
C 6.51 -3.35 -1.55
C 6.94 -4.01 -2.70
N 6.97 -5.32 -2.81
C 6.58 -6.06 -1.79
C 6.09 -5.52 -0.61
H 4.52 -1.79 -1.26
H 2.46 -0.50 -1.45
H 1.04 -1.94 2.15
H 3.16 -3.14 2.57
H 6.58 -2.28 -1.48
H 7.29 -3.45 -3.55
H 6.66 -7.13 -1.92
H 5.76 -6.15 0.20
C 0.46 1.20 -4.24
C -0.62 1.07 -3.18
O -0.17 0.25 -2.08
H 0.13 1.87 -5.03
H 0.68 0.24 -4.69
H 1.38 1.61 -3.83
H -1.51 0.63 -3.62
H -0.86 2.04 -2.75
H 0.24 -0.53 -2.50
C 1.40 4.29 0.63
C 1.20 3.62 -0.73
C 1.88 2.26 -0.78
C -0.29 3.61 -1.01
C -0.76 4.61 -1.84
C -2.11 4.84 -2.05
C -3.03 4.09 -1.33
C -2.61 3.10 -0.46
C -3.57 2.51 0.54
C -3.71 3.52 1.68
C -4.95 2.16 -0.02
C -1.22 2.74 -0.35
N -0.88 1.67 0.36
H 2.45 4.42 0.85
H 0.94 3.67 1.40
H 0.92 5.26 0.65
H 1.68 4.26 -1.48
H 1.35 1.55 -0.13
H 2.92 2.35 -0.45
H 1.88 1.89 -1.81
H -0.04 5.25 -2.33
H -2.45 5.63 -2.71
H -4.08 4.32 -1.41
H -3.08 1.60 0.93
H -4.07 4.47 1.29
H -2.74 3.69 2.15
H -4.42 3.17 2.42
H -5.50 3.07 -0.26
H -5.54 1.62 0.71
H -4.87 1.56 -0.93
*
```

Results of the Mulliken charge analysis, in e, for atoms 1 through 2: -0.377 -2.284

---

No. 3
Molecular formula: C38H47N3O6
Method: DFT, ωB97M-V/def2-TZVPD

Results
HOMO-LUMO gap, eV: 8.2
Energy, Eh: -2091.8765
Max |F|, eV/Å: 1.11

Geometry as ORCA input:
```
! wB97M-V def2-TZVPD RIJCOSX def2/J DEFGRID3
* xyz 0 1
C -0.24 0.42 -4.17
H 0.45 1.01 -4.78
O -1.05 1.36 -3.50
C -1.98 0.90 -2.62
C -2.32 -0.44 -2.45
C -3.28 -0.81 -1.52
C -3.91 0.14 -0.73
C -3.57 1.49 -0.92
C -2.62 1.86 -1.84
H -2.37 2.89 -1.98
H -4.08 2.23 -0.31
O -4.89 -0.09 0.20
C -5.09 -1.37 0.74
C -5.55 -2.42 -0.23
C -5.24 -3.70 -0.08
C -4.35 -4.17 1.04
C -2.97 -4.60 0.55
C -1.98 -4.80 1.51
C -0.71 -5.20 1.13
C -0.41 -5.40 -0.20
C -1.39 -5.19 -1.16
C -2.66 -4.78 -0.79
H -3.41 -4.62 -1.55
H -1.16 -5.33 -2.21
H 0.58 -5.72 -0.50
H 0.05 -5.35 1.89
H -2.21 -4.64 2.55
H -4.82 -5.02 1.55
O -4.23 -3.18 2.06
C -3.88 -1.92 1.53
C -3.47 -1.01 2.69
H -4.35 -0.62 3.22
H -2.84 -1.59 3.38
O -2.75 0.11 2.21
C -1.43 -0.03 2.04
O -0.82 -1.01 2.38
C -0.84 1.19 1.39
H -1.66 1.86 1.12
C 0.16 1.88 2.33
C 0.88 2.99 1.62
N 2.14 2.98 1.72
O 2.84 3.98 1.04
C 4.24 3.90 1.30
C 4.57 4.39 2.70
H 4.23 5.41 2.84
H 5.65 4.35 2.87
H 4.08 3.75 3.43
H 4.66 4.57 0.55
C 4.76 2.46 1.08
N 4.33 1.90 -0.17
C 3.32 0.94 -0.20
C 3.34 -0.16 0.67
C 2.36 -1.13 0.59
C 1.37 -0.98 -0.39
N 1.33 0.08 -1.18
C 2.25 1.04 -1.09
C 2.00 2.27 -1.91
C 3.07 2.58 -2.96
C 4.30 3.21 -2.32
H 5.01 3.52 -3.10
H 4.01 4.10 -1.77
C 5.03 2.24 -1.38
H 5.22 1.31 -1.94
H 5.99 2.67 -1.10
H 2.65 3.28 -3.69
H 3.35 1.67 -3.49
H 1.03 2.14 -2.40
H 1.94 3.12 -1.23
C 0.30 -2.00 -0.57
H -0.19 -2.21 0.38
H -0.44 -1.64 -1.27
H 0.72 -2.94 -0.94
C 2.34 -2.30 1.53
H 2.36 -3.23 0.98
H 3.20 -2.27 2.20
H 1.43 -2.27 2.12
H 4.13 -0.25 1.39
H 4.37 1.85 1.89
H 5.86 2.48 1.14
C 0.07 4.00 0.88
H -0.82 4.27 1.45
H 0.66 4.89 0.68
H -0.25 3.58 -0.08
H -0.38 2.29 3.19
H 0.89 1.16 2.69
H -0.32 0.87 0.48
H -3.01 -2.02 0.86
H -5.60 -4.46 -0.75
H -6.19 -2.08 -1.03
H -5.90 -1.21 1.46
H -3.53 -1.86 -1.42
H -1.87 -1.21 -3.05
H 0.33 -0.17 -3.44
H -0.82 -0.23 -4.82
*
```

Results of the Mulliken charge analysis, in e, for atoms 1 through 2: -0.737 0.262

---

Relative energy (zero: lowest compared OMol25 entry of this formula, charge and spin) values, unit eV, following the record order: 7.432, 0.061, 0.000.
HOMO values, unit eV, following the record order: -10.8, -11.2, -7.4.
Molecular weight values, unit g/mol, following the record order: 644.85, 829.23, 641.81.